{"formula": "C31H48N4O3RuS2Si2", "method": "wB97M-V/def2-TZVPD", "energy_ev": -85028.4354, "total_charge": 2, "multiplicity": 5, "species": ["Ru", "C", "Si", "C", "C", "C", "C", "C", "C", "N", "C", "S", "H", "H", "H", "H", "H", "H", "H", "H", "H", "H", "H", "H", "C", "C", "C", "C", "C", "C", "N", "N", "C", "C", "C", "C", "C", "N", "H", "H", "H", "H", "H", "H", "H", "H", "H", "C", "C", "C", "C", "O", "Si", "S", "O", "C", "C", "C", "C", "O", "C", "C", "C", "C", "H", "H", "H", "H", "H", "H", "H", "H", "H", "H", "H", "H", "H", "H", "H", "H", "H", "H", "H", "H", "H", "H", "H", "H", "H", "H", "H"], "coordinates": [[-0.8813, -0.2817, 1.8251], [3.5175, 5.0847, -0.7395], [2.2599, 3.8678, -1.3911], [2.8389, 3.0669, -2.9777], [0.6239, 4.7456, -1.6433], [2.1088, 2.4977, -0.0375], [3.1803, 2.3498, 0.8364], [3.1616, 1.4173, 1.8731], [2.0274, 0.6685, 2.0404], [0.9651, 0.7697, 1.2168], [1.0296, 1.6302, 0.1962], [-0.2924, 1.7511, -0.9812], [3.5425, 5.9487, -1.4060], [4.5337, 4.6910, -0.7022], [3.2582, 5.4525, 0.2555], [3.0200, 3.8307, -3.7360], [2.0956, 2.3762, -3.3807], [3.7717, 2.5185, -2.8354], [0.8503, 5.7026, -2.1213], [0.1098, 4.9689, -0.7068], [-0.0689, 4.2182, -2.2974], [4.0580, 2.9715, 0.7171], [4.0003, 1.2991, 2.5433], [1.9338, -0.0368, 2.8588], [-3.1691, 4.6170, -0.0154], [-3.7734, 3.3671, -0.0603], [-3.3729, 2.3754, 0.8223], [-2.3868, 2.6699, 1.7544], [-1.7787, 3.9185, 1.8191], [-2.1788, 4.8923, 0.9193], [-1.9882, 1.6239, 2.6426], [-1.6683, 1.9919, 3.7800], [-1.2547, 0.9283, 4.6447], [-1.2342, 1.2214, 5.9952], [-0.9337, 0.1922, 6.8782], [-0.6645, -1.0634, 6.3612], [-0.6780, -1.2513, 4.9873], [-0.9558, -0.2716, 4.1188], [-3.4743, 5.3874, -0.7103], [-4.5595, 3.1679, -0.7752], [-3.8396, 1.3994, 0.8100], [-1.0138, 4.1162, 2.5575], [-1.7230, 5.8729, 0.9496], [-1.4666, 2.2226, 6.3255], [-0.9216, 0.3707, 7.9444], [-0.4419, -1.9026, 7.0039], [-0.4559, -2.2199, 4.5684], [2.1324, -3.0415, 0.6206], [0.6742, -3.2907, 0.9651], [0.4798, -3.3312, 2.4655], [0.1462, -4.5467, 0.3012], [-0.1460, -2.1280, 0.5207], [-0.3826, -1.6513, -1.0649], [-1.5438, 0.1569, -0.5991], [1.0282, -1.2873, -1.7038], [1.5703, -1.3223, -3.0706], [0.6412, -0.5330, -3.9766], [1.6817, -2.7721, -3.5130], [2.9357, -0.6708, -2.9556], [-1.2835, -2.6065, -1.9632], [-2.6589, -3.0984, -2.0326], [-2.5704, -4.5643, -2.4170], [-3.3505, -2.2839, -3.1143], [-3.3398, -2.9219, -0.6842], [2.7475, -3.8043, 1.0988], [2.4547, -2.0628, 0.9800], [2.3080, -3.0860, -0.4510], [0.9508, -4.2191, 2.8878], [-0.5861, -3.3681, 2.7105], [0.9459, -2.4582, 2.9319], [0.7374, -5.4020, 0.6296], [0.2265, -4.4870, -0.7843], [-0.8945, -4.7284, 0.5704], [-0.3531, -0.9841, -4.0039], [1.0287, -0.5261, -4.9953], [0.5564, 0.4990, -3.6356], [0.7023, -3.2455, -3.5627], [2.3206, -3.3372, -2.8331], [2.1320, -2.8192, -4.5045], [2.8402, 0.3453, -2.5719], [3.4174, -0.6260, -3.9321], [3.5768, -1.2424, -2.2840], [-2.0080, -4.6829, -3.3423], [-3.5730, -4.9608, -2.5763], [-2.0939, -5.1547, -1.6350], [-2.8219, -2.3882, -4.0614], [-3.3816, -1.2268, -2.8445], [-4.3738, -2.6314, -3.2540], [-2.8032, -3.4548, 0.1022], [-4.3516, -3.3246, -0.7286], [-3.4300, -1.8655, -0.4170]], "forces_ev_per_a": [[0.131, -0.377, 0.094], [-0.051, -0.042, 0.020], [-0.022, -0.018, -0.165], [-0.042, 0.022, 0.106], [0.100, 0.064, 0.042], [0.099, 0.020, 0.074], [-0.016, -0.058, 0.059], [-0.046, 0.023, -0.029], [0.071, -0.009, 0.097], [-0.002, 0.131, -0.080], [-0.072, 0.100, -0.200], [0.045, -0.044, -0.001], [-0.014, 0.013, -0.028], [0.008, -0.047, -0.016], [-0.015, 0.004, 0.000], [-0.009, 0.044, 0.001], [-0.006, 0.016, 0.004], [0.009, 0.014, 0.002], [-0.006, 0.009, -0.013], [0.022, -0.032, 0.009], [0.010, -0.027, -0.015], [-0.001, 0.027, -0.004], [0.003, -0.003, 0.008], [0.003, -0.014, -0.021], [-0.028, 0.009, -0.040], [0.022, -0.054, 0.060], [-0.029, 0.151, -0.055], [0.112, -0.150, 0.105], [-0.125, 0.116, -0.107], [0.053, -0.018, 0.080], [-0.045, 0.222, -0.137], [0.111, -0.302, 0.247], [-0.108, 0.303, -0.220], [0.043, -0.214, -0.130], [-0.005, 0.000, -0.062], [-0.017, -0.006, -0.003], [0.001, 0.027, -0.056], [-0.106, 0.126, 0.271], [-0.019, -0.002, -0.009], [-0.005, -0.001, -0.014], [-0.007, -0.004, 0.035], [0.009, -0.024, 0.003], [0.000, 0.000, 0.004], [-0.028, 0.029, -0.029], [0.010, -0.017, 0.011], [0.016, 0.006, 0.018], [0.003, -0.030, 0.010], [0.016, 0.033, 0.012], [0.020, 0.032, 0.053], [-0.073, -0.075, 0.015], [-0.005, -0.037, 0.007], [-0.084, 0.098, -0.061], [0.060, -0.232, -0.104], [-0.063, 0.168, 0.124], [0.001, -0.027, 0.023], [-0.004, 0.023, -0.037], [-0.007, -0.016, -0.029], [0.034, 0.022, 0.026], [-0.008, 0.015, 0.002], [0.095, -0.086, 0.103], [-0.038, 0.072, -0.060], [-0.054, 0.006, -0.015], [0.017, -0.013, 0.028], [-0.027, -0.044, -0.011], [-0.009, -0.007, 0.011], [0.004, 0.004, 0.002], [-0.012, 0.004, -0.027], [0.021, 0.022, -0.006], [0.038, -0.008, -0.025], [-0.003, 0.034, -0.008], [-0.002, 0.005, 0.008], [0.003, 0.009, -0.025], [-0.005, 0.001, -0.006], [0.002, -0.007, 0.009], [0.016, 0.006, -0.001], [-0.005, 0.023, 0.012], [-0.049, -0.009, 0.010], [0.000, -0.002, 0.017], [-0.002, 0.013, -0.006], [-0.006, -0.054, 0.013], [-0.011, -0.002, -0.019], [-0.001, -0.013, 0.013], [0.015, 0.013, -0.004], [-0.004, -0.012, 0.001], [0.030, 0.017, 0.014], [0.002, -0.007, -0.007], [0.003, 0.012, 0.002], [-0.010, -0.008, 0.010], [0.019, 0.016, 0.006], [-0.003, -0.008, -0.006], [0.022, 0.032, 0.009]], "mulliken_charge": [0.49, -1.23, 0.16, -1.01, -0.87, -0.09, -0.27, -1.43, -0.84, 1.65, 0.10, 0.02, 0.39, 0.38, 0.40, 0.48, 0.24, 0.31, 0.47, 0.11, 0.36, 0.41, 0.52, 0.39, -0.51, -0.81, -0.39, 0.41, 0.08, -0.84, 0.16, -0.48, 0.22, -0.45, -0.36, -0.95, -0.16, 0.18, 0.45, 0.48, 0.56, 0.50, 0.50, 0.52, 0.44, 0.46, 0.43, -1.05, 1.38, -1.98, -1.41, 0.87, -2.06, -0.30, 0.78, 1.52, -1.21, -1.57, -1.45, 0.92, 1.53, -1.62, -1.53, -1.07, 0.55, 0.20, 0.00, 0.44, 0.46, 0.29, 0.56, 0.23, 0.32, 0.08, 0.61, 0.11, 0.13, 0.31, 0.58, -0.01, 0.48, 0.34, 0.32, 0.47, 0.34, 0.32, 0.21, 0.50, 0.10, 0.59, 0.15]}